# C39H54IrN5OS2Si

A structure of composition C39H54IrN5OS2Si in a non-equilibrium geometry (ωB97M-V/def2-TZVPD, the Open Molecules 2025 dataset).

HOMO: -12.6 eV
E_LUMO: -0.1802 hartree

```
! wB97M-V def2-TZVPD RIJCOSX def2/J DEFGRID3
* xyz 2 1
Ir 0.4821 0.9469 -0.3207
N 1.2966 2.7648 -1.1634
C 0.3988 3.9537 -1.3197
C -0.5362 3.8716 -2.5255
C -2.0156 3.5954 -2.2347
C -2.2917 2.4990 -1.2297
N -1.5056 1.2854 -1.5535
H 1.9590 3.0438 -0.4443
H 1.8814 2.7355 -1.9886
H 1.0682 4.8073 -1.4505
H -0.1328 4.1004 -0.3799
H -0.1316 3.1275 -3.2217
H -0.4834 4.8195 -3.0612
H -2.5070 3.3505 -3.1803
H -2.4948 4.5079 -1.8747
H -3.3587 2.2781 -1.2154
H -2.0281 2.7951 -0.2128
H -1.4786 1.1540 -2.5609
H -2.0021 0.4741 -1.1856
C -3.0402 -2.4506 3.4488
C -1.8046 -2.0070 2.6541
C -1.1638 -3.2346 1.9961
C -0.7912 -1.3820 3.6178
Si -2.2722 -0.7907 1.2835
O -0.9074 -0.2108 0.6398
C -3.2867 -1.6910 -0.0421
C -2.8305 -1.8460 -1.3527
C -3.5837 -2.5029 -2.3209
C -4.8192 -3.0368 -1.9920
C -5.2999 -2.8951 -0.6960
C -4.5461 -2.2268 0.2568
C -3.3456 0.6480 1.8626
C -2.9568 1.4695 2.9277
C -3.7065 2.5741 3.3043
C -4.8754 2.8867 2.6216
C -5.2898 2.0833 1.5722
C -4.5331 0.9772 1.2020
H -2.7272 -3.0941 4.2771
H -3.7345 -3.0295 2.8372
H -3.5826 -1.6019 3.8723
H -0.8569 -3.9473 2.7688
H -0.2727 -2.9630 1.4230
H -1.8579 -3.7450 1.3245
H -0.4751 -2.1368 4.3452
H -1.2190 -0.5481 4.1790
H 0.1014 -1.0217 3.0950
H -1.8581 -1.4564 -1.6283
H -3.2052 -2.6008 -3.3321
H -5.4084 -3.5525 -2.7387
H -6.2685 -3.2985 -0.4311
H -4.9620 -2.1079 1.2513
H -2.0574 1.2368 3.4788
H -3.3938 3.1858 4.1423
H -5.4672 3.7424 2.9199
H -6.2095 2.3087 1.0470
H -4.8804 0.3638 0.3789
S 0.4655 1.7039 1.7946
C 1.5600 2.8603 2.3369
N 1.3763 3.4462 3.5144
C 2.2590 4.5503 3.8819
C 3.5486 4.3135 3.1124
S 3.0568 3.4045 1.6091
H 0.5408 3.2464 4.0461
H 2.4322 4.5540 4.9559
H 1.7904 5.4946 3.5957
H 4.2398 3.6753 3.6592
H 4.0471 5.2384 2.8375
N 0.6217 -1.1089 -1.2621
C 0.7746 -2.2477 -1.2618
C 0.9763 -3.6653 -1.2673
C -0.0966 -4.5053 -1.5759
C 0.0953 -5.8747 -1.5449
C 1.3385 -6.3976 -1.2110
C 2.4003 -5.5571 -0.9008
C 2.2258 -4.1856 -0.9256
H -1.0633 -4.0834 -1.8094
H -0.7274 -6.5376 -1.7750
H 1.4796 -7.4697 -1.1857
H 3.3610 -5.9737 -0.6319
H 3.0380 -3.5180 -0.6671
C 5.0777 -0.1625 -3.8795
N 3.6013 -0.1029 -3.6640
C 3.0719 -1.4603 -3.3670
C 3.1136 0.9648 -2.6772
C 3.4750 0.7528 -1.2224
C 4.8470 0.7647 -0.9301
C 5.3304 0.4250 0.3176
C 4.4195 0.0795 1.3027
C 3.0624 0.1954 1.0592
C 2.5299 0.6013 -0.1729
H 5.2680 -0.8278 -4.7184
H 5.5493 -0.5571 -2.9868
H 5.4533 0.8327 -4.1038
H 3.2038 0.1846 -4.5587
H 3.4957 -1.7879 -2.4209
H 3.3668 -2.1334 -4.1684
H 1.9919 -1.4084 -3.2837
H 2.0320 0.9622 -2.8137
H 3.5424 1.8888 -3.0736
H 5.5569 1.0425 -1.6982
H 6.3942 0.4177 0.5114
H 4.7638 -0.2297 2.2815
H 2.3801 -0.0138 1.8713
*
```

Results of the Löwdin charge analysis, in e, for atoms 1 through 99: number 1, Ir, carries 1.076; number 2, N, carries -0.112; number 3, C, carries -0.196; number 4, C, carries -0.180; number 5, C, carries -0.184; number 6, C, carries -0.238; number 7, N, carries -0.036; number 8, H, carries -0.011; number 9, H, carries 0.066; number 10, H, carries 0.125; number 11, H, carries 0.113; number 12, H, carries 0.105; number 13, H, carries 0.118; number 14, H, carries 0.121; number 15, H, carries 0.125; number 16, H, carries 0.120; number 17, H, carries 0.104; number 18, H, carries 0.100; number 19, H, carries 0.029; number 20, C, carries -0.078; number 21, C, carries -0.599; number 22, C, carries -0.085; number 23, C, carries -0.091; number 24, Si, carries 0.465; number 25, O, carries -0.557; number 26, C, carries -0.219; number 27, C, carries -0.129; number 28, C, carries -0.091; number 29, C, carries -0.074; number 30, C, carries -0.060; number 31, C, carries -0.097; number 32, C, carries -0.210; number 33, C, carries -0.114; number 34, C, carries -0.082; number 35, C, carries -0.079; number 36, C, carries -0.076; number 37, C, carries -0.102; number 38, H, carries 0.090; number 39, H, carries 0.069; number 40, H, carries 0.083; number 41, H, carries 0.092; number 42, H, carries 0.066; number 43, H, carries 0.079; number 44, H, carries 0.090; number 45, H, carries 0.068; number 46, H, carries 0.053; number 47, H, carries 0.057; number 48, H, carries 0.103; number 49, H, carries 0.109; number 50, H, carries 0.112; number 51, H, carries 0.105; number 52, H, carries 0.064; number 53, H, carries 0.102; number 54, H, carries 0.108; number 55, H, carries 0.108; number 56, H, carries 0.094; number 57, S, carries 0.786; number 58, C, carries -0.926; number 59, N, carries -0.050; number 60, C, carries -0.189; number 61, C, carries -0.366; number 62, S, carries 1.016; number 63, H, carries 0.153; number 64, H, carries 0.135; number 65, H, carries 0.132; number 66, H, carries 0.090; number 67, H, carries 0.092; number 68, N, carries 0.117; number 69, C, carries -0.109; number 70, C, carries -0.215; number 71, C, carries -0.005; number 72, C, carries -0.039; number 73, C, carries -0.039; number 74, C, carries -0.051; number 75, C, carries -0.029; number 76, H, carries 0.109; number 77, H, carries 0.120; number 78, H, carries 0.119; number 79, H, carries 0.116; number 80, H, carries 0.114; number 81, C, carries 0.011; number 82, N, carries -0.162; number 83, C, carries 0.013; number 84, C, carries -0.100; number 85, C, carries -0.247; number 86, C, carries -0.064; number 87, C, carries -0.064; number 88, C, carries -0.073; number 89, C, carries -0.172; number 90, C, carries -0.298; number 91, H, carries 0.114; number 92, H, carries 0.097; number 93, H, carries 0.114; number 94, H, carries 0.182; number 95, H, carries 0.103; number 96, H, carries 0.118; number 97, H, carries 0.083; number 98, H, carries 0.103; number 99, H, carries 0.139

# C39H54N5OsS2SbSi4

A structure of composition C39H54N5OsS2SbSi4 (ωB97M-V/def2-TZVPD, the Open Molecules 2025 dataset).

HOMO (alpha / beta): -7.5 / -7.6 eV
E_LUMO (alpha / beta): -0.0486 / -0.0498 hartree

```
! wB97M-V def2-TZVPD RIJCOSX def2/J DEFGRID3
* xyz 0 1
Os 1.4569 0.0709 -0.1622
C -2.8122 -2.2884 1.5909
Sb -1.2600 -0.8249 1.9186
C 0.2414 -1.5666 0.5044
C -0.3878 -2.2333 -0.6991
C -0.5634 -3.6212 -0.7825
C -1.1002 -4.1877 -1.9242
C -1.4377 -3.3703 -2.9916
C -1.2562 -2.0093 -2.8205
N -0.7846 -1.4575 -1.7092
Si 1.2322 -2.8692 1.5867
C 2.5022 -3.8346 0.6095
C 2.1425 -2.1915 3.0681
C 0.0839 -4.1416 2.4143
C -2.3362 0.9247 0.9994
C -1.4767 1.9559 0.3134
C -2.0612 3.2190 0.0941
C -1.3491 4.2998 -0.3588
C 0.0081 4.1375 -0.5830
C 0.5216 2.8803 -0.4015
N -0.1827 1.7949 -0.0172
Si -2.8463 1.7859 2.6881
C -3.4655 0.5613 3.9775
C -1.3447 2.6480 3.3933
C -4.2056 3.0882 2.5725
Si -3.9590 0.5406 0.0200
C -5.3334 -0.0809 1.1454
C -4.6986 2.0339 -0.8662
C -3.8733 -0.6686 -1.4065
H -2.3452 -3.2674 1.5453
H -3.3712 -2.1447 0.6738
H -3.4939 -2.2684 2.4406
H -0.2760 -4.2659 0.0321
H -1.2298 -5.2610 -1.9823
H -1.8334 -3.7650 -3.9168
H -1.5173 -1.3182 -3.6187
H 3.1560 -3.1680 0.0508
H 2.0764 -4.5670 -0.0763
H 3.1296 -4.3726 1.3262
H 3.0685 -1.6933 2.8091
H 2.4072 -3.0761 3.6543
H 1.5504 -1.5301 3.7015
H -0.0791 -5.0556 1.8406
H -0.8908 -3.7518 2.6955
H 0.5725 -4.4377 3.3452
H -3.1047 3.3384 0.3204
H -1.8385 5.2533 -0.5111
H 0.6535 4.9390 -0.9111
H 1.5747 2.7027 -0.5818
H -2.6927 -0.1103 4.3496
H -4.3163 -0.0363 3.6538
H -3.7969 1.1663 4.8272
H -0.4620 2.0059 3.4224
H -1.5690 2.9514 4.4195
H -1.0886 3.5458 2.8276
H -5.0781 2.7953 1.9909
H -3.8415 4.0436 2.1935
H -4.5490 3.2633 3.5962
H -5.6273 0.6250 1.9213
H -5.1202 -1.0356 1.6188
H -6.2035 -0.2273 0.4985
H -5.0213 2.8631 -0.2379
H -5.5881 1.6471 -1.3731
H -4.0321 2.4270 -1.6356
H -3.4101 -1.6315 -1.2196
H -3.3655 -0.2123 -2.2581
H -4.9119 -0.8445 -1.7040
S 1.8221 0.9367 1.9366
C 3.4987 0.6551 2.2834
C 4.0438 1.0234 3.5145
C 5.3759 0.7794 3.7878
C 5.9087 1.1566 5.0671
N 6.3282 1.4522 6.0947
C 6.1918 0.1641 2.8174
C 5.6562 -0.1884 1.5928
C 4.3085 0.0452 1.3188
S 3.6609 -0.3410 -0.2597
C 7.5772 -0.1050 3.0801
N 8.6835 -0.3325 3.2895
H 3.4200 1.4898 4.2655
H 6.2864 -0.6570 0.8489
C 2.3216 -2.4982 -2.8598
Si 2.4474 -0.6957 -3.3047
C 4.2580 -0.2725 -3.5193
C 1.6643 -0.4845 -4.9932
N 1.5201 0.2926 -2.1284
C 0.8005 1.3400 -2.8035
C -0.5919 1.3857 -2.8893
C -1.2152 2.4246 -3.5642
C -0.4713 3.4292 -4.1677
C 0.9120 3.3888 -4.0887
C 1.5399 2.3552 -3.4096
H 3.0406 -3.0634 -3.4589
H 1.3250 -2.8958 -3.0639
H 2.5451 -2.6808 -1.8121
H 4.6079 -0.9358 -4.3178
H 4.8794 -0.4479 -2.6427
H 4.4174 0.7535 -3.8564
H 1.9635 -1.3441 -5.6002
H 2.0033 0.4213 -5.4968
H 0.5736 -0.4588 -4.9626
H -1.1583 0.6116 -2.3930
H -2.2973 2.4470 -3.6217
H -0.9651 4.2340 -4.6968
H 1.5073 4.1651 -4.5527
H 2.6214 2.3285 -3.3354
*
```

Results of the Löwdin charge analysis, in e, for atoms 1 through 99: number 1, Os, carries 0.936; number 2, C, carries -0.297; number 3, Sb, carries 1.410; number 4, C, carries -0.636; number 5, C, carries -0.425; number 6, C, carries -0.060; number 7, C, carries -0.051; number 8, C, carries -0.064; number 9, C, carries -0.175; number 10, N, carries 0.070; number 11, Si, carries 0.412; number 12, C, carries -0.169; number 13, C, carries -0.193; number 14, C, carries -0.180; number 15, C, carries -0.513; number 16, C, carries -0.381; number 17, C, carries -0.085; number 18, C, carries -0.030; number 19, C, carries -0.041; number 20, C, carries -0.183; number 21, N, carries -0.024; number 22, Si, carries 0.420; number 23, C, carries -0.207; number 24, C, carries -0.164; number 25, C, carries -0.169; number 26, Si, carries 0.479; number 27, C, carries -0.173; number 28, C, carries -0.171; number 29, C, carries -0.168; number 30, H, carries -0.013; number 31, H, carries -0.025; number 32, H, carries 0.007; number 33, H, carries 0.060; number 34, H, carries 0.112; number 35, H, carries 0.105; number 36, H, carries 0.109; number 37, H, carries -0.011; number 38, H, carries 0.035; number 39, H, carries 0.044; number 40, H, carries 0.009; number 41, H, carries 0.041; number 42, H, carries 0.027; number 43, H, carries 0.035; number 44, H, carries -0.004; number 45, H, carries 0.035; number 46, H, carries 0.057; number 47, H, carries 0.120; number 48, H, carries 0.116; number 49, H, carries 0.091; number 50, H, carries 0.002; number 51, H, carries 0.017; number 52, H, carries 0.040; number 53, H, carries -0.009; number 54, H, carries 0.043; number 55, H, carries 0.038; number 56, H, carries 0.015; number 57, H, carries 0.035; number 58, H, carries 0.041; number 59, H, carries 0.019; number 60, H, carries 0.013; number 61, H, carries 0.043; number 62, H, carries 0.025; number 63, H, carries 0.043; number 64, H, carries 0.027; number 65, H, carries 0.009; number 66, H, carries 0.024; number 67, H, carries 0.047; number 68, S, carries 0.673; number 69, C, carries -0.660; number 70, C, carries -0.042; number 71, C, carries -0.180; number 72, C, carries -0.174; number 73, N, carries 0.174; number 74, C, carries -0.179; number 75, C, carries -0.041; number 76, C, carries -0.630; number 77, S, carries 0.695; number 78, C, carries -0.173; number 79, N, carries 0.175; number 80, H, carries 0.126; number 81, H, carries 0.124; number 82, C, carries -0.153; number 83, Si, carries 0.383; number 84, C, carries -0.195; number 85, C, carries -0.151; number 86, N, carries -0.278; number 87, C, carries -0.404; number 88, C, carries -0.060; number 89, C, carries -0.072; number 90, C, carries -0.090; number 91, C, carries -0.079; number 92, C, carries -0.067; number 93, H, carries 0.046; number 94, H, carries 0.022; number 95, H, carries -0.014; number 96, H, carries 0.038; number 97, H, carries -0.017; number 98, H, carries 0.027; number 99, H, carries 0.040

E_tot, respectively: -83192.96606; -110959.86828 eV.
ΔE to the lowest compared entry with this formula, charge and spin, respectively: 75.3; 0.0 kcal/mol.